Molecular formula: C9H18N2O
Method: DFT, ωB97M-V with the def2-TZVPD basis set

Positions of all 30 atoms, in Å:
1 H -1.37359 -0.55189 -1.26001
2 C 0.17521 -2.06261 -1.60081
3 H -1.97907 2.70789 2.84175
4 H 0.21253 -0.53476 -3.01417
5 H 2.29927 -2.88174 -3.17463
6 H 1.54685 -2.02607 -4.56379
7 C -1.19343 1.96020 2.77273
8 C 1.47943 1.08734 0.06783
9 H -1.13366 1.37383 3.70098
10 H -0.74597 -2.73509 1.92436
11 H 0.55924 -3.02813 -1.25710
12 H 2.29858 1.66276 0.53462
13 N -1.22855 -1.73673 0.35324
14 H 0.57137 -2.42611 0.96216
15 H 1.85204 0.66824 -0.89263
16 C 0.68787 -1.47272 -2.69535
17 H 1.16504 0.25803 0.69712
18 C -0.40794 2.31197 0.81560
19 H -1.01722 3.15759 0.43183
20 C 1.83589 -1.94168 -3.52313
21 H -0.78050 0.24088 1.43005
22 C -1.31604 1.21557 1.41936
23 C -0.86500 -1.40692 -0.81386
24 H 0.98395 1.99603 2.49290
25 N -0.41934 -2.67455 0.96562
26 H 2.61937 -1.17384 -3.53593
27 H -2.32578 1.08398 1.00756
28 O 0.41950 1.95050 -0.26995
29 C 0.11595 2.61345 2.23720
30 H 0.35519 3.65571 2.52507

Properties
HOMO-LUMO gap: 9.05 eV
structure (SMILES): C/C=C/C=N\N.COC1CCC1
relative energy (zero: lowest compared OMol25 entry of this formula, charge and spin): 2.2711 eV
max |F|: 1.22 eV/A

List of Mulliken charges in e, atom by atom:
1 H 0.35
2 C -0.06
3 H 0.27
4 H 0.35
5 H 0.32
6 H 0.33
7 C -0.58
8 C -0.62
9 H 0.32
10 H 0.28
11 H 0.42
12 H 0.35
13 N -0.32
14 H 0.23
15 H 0.13
16 C -0.06
17 H 0.23
18 C 0.00
19 H 0.31
20 C -1.19
21 H -0.19
22 C -0.11
23 C -0.27
24 H 0.23
25 N -0.62
26 H 0.28
27 H 0.30
28 O -0.40
29 C -0.61
30 H 0.33

=====

Molecular formula: C9H18N2O3
Method: DFT, ωB97M-V with the def2-TZVPD basis set

Positions of all 32 atoms, in Å:
1 O 0.07498 1.92175 1.11907
2 H -2.56870 0.60065 -1.89898
3 H 4.28978 1.23193 0.83883
4 H 4.26361 -0.35393 2.05167
5 N 4.58753 -0.55782 -0.71222
6 H -0.18865 2.92733 1.20146
7 C -3.31643 0.02495 -1.36458
8 N 0.95547 -0.57621 -0.16909
9 H 1.02525 -1.12453 0.65045
10 H 3.15754 -1.70783 0.40559
11 H -1.35341 -1.61666 0.47916
12 H -3.07912 0.92306 0.41573
13 C -3.73715 -1.05370 0.69231
14 H 4.91481 0.60809 -0.88931
15 H -3.60686 -0.97822 1.81474
16 C -0.32196 0.09565 -0.51806
17 O -1.00795 2.39244 -0.71956
18 C 2.12355 -0.07602 -0.67964
19 H -3.22290 -1.01298 -1.86652
20 H -3.42400 -1.96854 0.14932
21 H -4.83294 -0.97277 0.33257
22 H 2.53713 0.96336 1.62773
23 O 2.24647 0.72053 -1.56910
24 C -2.88150 -0.09285 0.04321
25 H -4.43428 0.23159 -1.38728
26 H 4.14242 -1.03687 -1.63257
27 C -0.42628 1.59331 -0.10895
28 C 3.40818 -0.58125 0.11368
29 C -1.38016 -0.51439 0.44467
30 H -1.15025 -0.16484 1.49709
31 C 3.62797 0.41011 1.26512
32 H -0.42216 -0.25534 -1.62651

Properties
HOMO-LUMO gap: 9.70 eV
structure (SMILES): CC(C)C[C@H](NC(=O)[C@H](C)N)C(=O)O
relative energy (zero: lowest compared OMol25 entry of this formula, charge and spin): 4.1838 eV
max |F|: 5.01 eV/A

List of Mulliken charges in e, atom by atom:
1 O -0.47
2 H 0.32
3 H 0.31
4 H 0.23
5 N -0.67
6 H 0.37
7 C -1.43
8 N -0.20
9 H 0.32
10 H 0.33
11 H 0.43
12 H 0.29
13 C -1.38
14 H 0.33
15 H 0.28
16 C 0.25
17 O -0.53
18 C 0.26
19 H 0.27
20 H 0.40
21 H 0.36
22 H 0.17
23 O -0.62
24 C 0.69
25 H 0.39
26 H 0.33
27 C 0.44
28 C 0.00
29 C -1.22
30 H 0.38
31 C -0.88
32 H 0.27

=====

Molecular formula: C9H18N2P
Method: DFT, ωB97M-V with the def2-TZVPD basis set

Positions of all 30 atoms, in Å:
1 H -2.42416 2.43877 -1.33170
2 H 3.30361 -2.68549 0.01591
3 N -1.14722 1.32487 0.04838
4 C 0.21016 2.01634 0.58211
5 C -2.46333 -0.62162 -0.25668
6 H 3.18662 -1.10565 1.78116
7 H -2.21381 -2.65689 1.39844
8 C 1.40840 -0.40012 0.45302
9 H -1.97095 0.34815 1.51664
10 N -1.47320 0.15344 0.55344
11 H -3.47703 -0.27487 -0.04440
12 H 3.75698 0.06888 0.61655
13 C 1.58156 -1.47140 -0.75035
14 H 2.17122 1.42965 -0.21905
15 H 3.80285 -1.29944 -1.11338
16 P -2.09481 -2.55884 0.03784
17 C 1.22454 1.02998 0.04775
18 H 0.88109 -0.70308 1.36783
19 C -2.30934 2.37990 -0.21116
20 H -1.93328 3.26151 0.13979
21 H -2.34004 -0.44050 -1.26032
22 H 1.49402 -0.87648 -1.65069
23 C 0.03807 1.58124 -0.82115
24 C 2.93813 -0.71520 0.75318
25 H 0.00117 1.98979 -1.80243
26 C 3.01897 -1.65931 -0.36378
27 H 1.10880 -2.52746 -0.81484
28 H -3.44628 -2.92500 -0.29250
29 H -3.03720 1.94650 0.45246
30 H 0.20445 2.95233 1.16792

Properties
HOMO-LUMO gap (alpha / beta): 5.21 / 7.14 eV
spin multiplicity: 3
total charge: +1
⟨S²⟩: 2.004
max |F|: 5.83 eV/A

List of Mulliken charges in e, atom by atom:
1 H 0.29
2 H 0.21
3 N 0.44
4 C -0.55
5 C -1.06
6 H 0.32
7 H 0.10
8 C 0.67
9 H 0.35
10 N -0.39
11 H 0.44
12 H 0.29
13 C -0.81
14 H 0.60
15 H 0.23
16 P 0.11
17 C -0.93
18 H 0.53
19 C -0.90
20 H 0.37
21 H 0.39
22 H 0.25
23 C -0.33
24 C -0.94
25 H 0.43
26 C -0.31
27 H 0.28
28 H 0.12
29 H 0.45
30 H 0.35

=====

Molecular formula: C9H18N3
Method: DFT, ωB97M-V with the def2-TZVPD basis set

Positions of all 30 atoms, in Å:
1 N -1.16422 0.15787 0.31490
2 H -0.14958 -1.57335 -1.29304
3 H -2.58233 1.65392 0.73894
4 C -2.58683 0.61598 0.48212
5 H 3.56094 2.50481 0.93603
6 H 3.59343 1.71977 -0.90030
7 H -2.96958 -0.01398 1.15962
8 C -0.16100 1.21624 0.06178
9 C 1.24172 -2.03817 0.20186
10 H 2.31171 -0.27190 -1.62668
11 C -3.46630 0.40690 -0.71834
12 N 1.37338 -0.17753 -1.30300
13 H 0.79843 0.37175 -2.10652
14 H -0.16810 1.93302 0.90771
15 N 2.16254 1.26774 0.68245
16 H 0.79115 -2.92837 0.61915
17 H 2.35319 -2.20259 0.24487
18 H -1.08135 -1.62069 1.75252
19 H -4.44915 0.21505 -0.42776
20 C -0.68342 -0.63082 1.37944
21 H -3.11725 -0.51902 -1.28907
22 C 1.17187 0.48839 0.17809
23 H 1.45160 -2.23563 -1.95811
24 C 3.20677 1.82584 0.14455
25 H 1.43503 -0.61356 1.95984
26 H -0.35555 1.57469 -0.85896
27 C 0.92748 -1.63768 -1.25583
28 H -0.79703 0.02578 2.33695
29 C 0.89231 -0.75181 1.03901
30 H -3.53984 1.23736 -1.40222

Properties
HOMO-LUMO gap: 9.00 eV
total charge: +1
structure (SMILES): C=N[C@]12CN(CC)C[C@H]1CC[NH2+]2
relative energy (zero: lowest compared OMol25 entry of this formula, charge and spin): 2.1886 eV
max |F|: 4.71 eV/A

List of Mulliken charges in e, atom by atom:
1 N 0.35
2 H 0.24
3 H 0.33
4 C -0.56
5 H 0.30
6 H 0.23
7 H 0.48
8 C -1.90
9 C -0.86
10 H 0.40
11 C -1.21
12 N -0.34
13 H 0.39
14 H 0.53
15 N -0.60
16 H 0.43
17 H 0.32
18 H 0.38
19 H 0.41
20 C -0.94
21 H 0.25
22 C 1.65
23 H 0.49
24 C -0.37
25 H 0.51
26 H 0.47
27 C -0.69
28 H 0.41
29 C -0.40
30 H 0.32

=====

Molecular formula: C9H18N6S3V
Method: DFT, ωB97M-V with the def2-TZVPD basis set

Positions of all 37 atoms, in Å:
1 H -3.53955 0.04067 3.59672
2 V 0.68623 0.66807 -0.17441
3 H -0.71499 3.11958 -4.07693
4 H -0.24763 -0.30102 4.76357
5 C -0.43355 -2.06247 -1.36293
6 H 1.94339 0.22383 5.33187
7 C -2.51813 0.03583 3.96316
8 H -2.75603 -3.59655 -3.17840
9 N -1.61365 -2.56670 -1.78228
10 C 0.57381 -3.01380 -3.32661
11 N -1.65073 0.62612 2.94213
12 N 1.74075 2.97140 -2.01412
13 C 0.55906 2.69861 -2.57390
14 C -1.76132 -3.25229 -2.93098
15 H -2.42568 -2.42425 -1.19089
16 H 2.25856 0.89150 3.73020
17 H -2.09425 1.18542 2.23276
18 H 3.11252 1.92342 -1.04857
19 N 0.20611 3.27883 -3.69400
20 N 0.30791 0.14486 4.04343
21 H 0.79448 3.93688 -4.19074
22 C -0.33752 0.68371 3.03647
23 C 0.69018 -2.29273 -2.14510
24 H 2.27516 2.95487 -0.09784
25 H -2.23602 -0.99813 4.16566
26 S -0.54757 1.60038 -1.81061
27 H 2.32155 3.72215 -2.36803
28 N 2.17842 2.29031 -0.86692
29 H 1.65258 -1.94441 -1.79692
30 H -2.48076 0.61413 4.88857
31 C -0.66970 -3.49414 -3.72858
32 H -0.78411 -4.05657 -4.64392
33 S 0.55343 1.61537 1.81483
34 C 1.75264 0.09823 4.26887
35 S -0.40579 -1.23465 0.18464
36 H 1.45254 -3.21956 -3.92433
37 H 2.15769 -0.86692 3.96412

Properties
HOMO-LUMO gap (alpha / beta): 7.79 / 8.73 eV
spin multiplicity: 3
total charge: +3
⟨S²⟩: 2.039
max |F|: 0.79 eV/A

List of Mulliken charges in e, atom by atom:
1 H 0.34
2 V 0.39
3 H 0.24
4 H 0.24
5 C 0.64
6 H 0.34
7 C -1.07
8 H 0.45
9 N -0.04
10 C -0.38
11 N -0.11
12 N -0.25
13 C 0.93
14 C -0.21
15 H 0.25
16 H 0.34
17 H 0.29
18 H 0.31
19 N -0.37
20 N -0.19
21 H 0.24
22 C 0.71
23 C -0.30
24 H 0.36
25 H 0.38
26 S -0.28
27 H 0.25
28 N -0.46
29 H 0.44
30 H 0.40
31 C -0.58
32 H 0.44
33 S -0.39
34 C -0.87
35 S -0.25
36 H 0.45
37 H 0.31

=====

Molecular formula: C9H18NORb
Method: DFT, ωB97M-V with the def2-TZVPD basis set

Positions of all 30 atoms, in Å:
1 H 2.58869 0.03649 1.94757
2 C -2.13874 -0.26780 -0.04226
3 H -2.91685 -0.37850 -0.79751
4 H -2.54244 -0.58691 0.91862
5 H 2.79699 0.06859 0.15569
6 H 0.30334 -1.01216 -2.36907
7 H 1.28828 2.47479 -0.38635
8 H -1.48420 -2.54999 -1.78743
9 C 2.35342 0.56063 1.02128
10 C 0.78976 0.60863 0.84973
11 C -0.75494 -0.80937 -0.57574
12 H 0.29763 1.75821 -2.54638
13 O 0.25482 -1.58131 1.62196
14 C 0.67075 1.09048 -1.76984
15 Rb -0.80264 -3.47107 1.40730
16 C 0.57495 1.65416 -0.31012
17 H 1.71820 0.86188 -1.96654
18 H -2.15443 0.80623 0.14295
19 H 0.46815 2.31295 2.22037
20 C -0.18902 -0.17273 -1.87810
21 H 2.74670 1.56510 1.17769
22 H -1.04918 0.09652 -2.49106
23 H 0.00213 -2.87748 -0.94799
24 N 0.37484 -0.73882 0.44114
25 H -1.47180 -2.82512 -0.10226
26 H -0.29452 2.30326 -0.20619
27 H 0.31158 0.77740 3.02455
28 C -0.92260 -2.30376 -0.88627
29 C 0.13527 1.28507 2.07624
30 H -0.95417 1.31453 2.05801

Properties
HOMO-LUMO gap: 5.69 eV
relative energy (zero: lowest compared OMol25 entry of this formula, charge and spin): 2.6851 eV
max |F|: 7.35 eV/A

List of Mulliken charges in e, atom by atom:
1 H 0.39
2 C -1.64
3 H 0.39
4 H 0.29
5 H 0.40
6 H 0.40
7 H 0.56
8 H 0.36
9 C -1.73
10 C 1.34
11 C 1.85
12 H 0.35
13 O -1.14
14 C -0.72
15 Rb 0.88
16 C -1.38
17 H 0.30
18 H 0.38
19 H 0.40
20 C -1.10
21 H 0.38
22 H 0.37
23 H 0.60
24 N 0.41
25 H 0.67
26 H 0.44
27 H 0.35
28 C -2.42
29 C -1.66
30 H 0.30

=====

Molecular formula: C9H18O2S2
Method: DFT, ωB97M-V with the def2-TZVPD basis set

Positions of all 31 atoms, in Å:
1 S -2.32365 0.10103 0.46974
2 C -0.16534 2.26447 1.75279
3 C 1.50438 -1.13577 -1.51510
4 H -0.86453 -2.40725 1.83860
5 H -0.17697 2.81631 2.71536
6 C 0.12540 0.27403 -0.96924
7 H 0.86224 -1.98312 1.14777
8 S 0.34186 0.59105 2.16497
9 O -2.62869 -0.97500 -0.54283
10 H -2.88777 0.26535 2.81572
11 H -2.49948 -1.41343 2.30204
12 H 3.20040 1.16137 -1.92786
13 C 1.58577 0.24443 -0.90000
14 C 0.04506 -0.90362 -1.92443
15 H 2.07365 0.24375 0.02403
16 H 1.68800 1.50583 -2.73769
17 H 2.06369 2.37843 -1.24782
18 H -1.45958 0.98199 -1.36563
19 H -0.60883 -2.44021 0.20838
20 C 2.17289 1.37156 -1.77126
21 H -0.78735 -1.53796 -1.65099
22 H -1.18015 2.21566 1.29935
23 C -3.05387 -0.41275 2.08464
24 H 1.53203 -1.96683 -0.77682
25 C -0.48841 -0.37278 0.86854
26 H 0.58247 2.61491 0.98495
27 C -0.20247 -1.87243 1.07416
28 H -4.04353 -0.44512 1.90717
29 H -0.04714 -0.58635 -2.89944
30 O -0.60025 1.40039 -1.05699
31 H 2.17985 -1.31003 -2.35585

Properties
HOMO-LUMO gap: 8.36 eV
relative energy (zero: lowest compared OMol25 entry of this formula, charge and spin): 2.1809 eV
max |F|: 5.76 eV/A

List of Mulliken charges in e, atom by atom:
1 S 0.39
2 C -0.59
3 C -0.57
4 H 0.25
5 H 0.39
6 C 0.10
7 H 0.44
8 S -0.10
9 O -0.62
10 H 0.38
11 H 0.14
12 H 0.48
13 C 0.29
14 C -1.06
15 H 0.47
16 H 0.32
17 H 0.27
18 H 0.52
19 H 0.32
20 C -1.62
21 H 0.26
22 H 0.19
23 C -0.91
24 H 0.15
25 C 0.84
26 H 0.11
27 C -1.62
28 H 0.47
29 H 0.42
30 O -0.56
31 H 0.43